{"formula": "C19H24NO2", "method": "ωB97M-V/def2-TZVPD", "smiles": "C=CC[NH2+]CCOCCOc1ccccc1-c1ccccc1", "homo_lumo_gap_ev": 9.3, "lumo_energy_ev": -2.27, "total_energy_ev": -25670.6448, "total_charge": 1, "elements": ["C", "C", "C", "N", "C", "C", "O", "C", "C", "O", "C", "C", "C", "C", "C", "C", "C", "C", "C", "C", "C", "C", "H", "H", "H", "H", "H", "H", "H", "H", "H", "H", "H", "H", "H", "H", "H", "H", "H", "H", "H", "H", "H", "H", "H", "H"], "positions_angstrom": [[-3.9791, -1.4505, 0.4657], [-3.7617, -1.2623, -0.8224], [-3.0122, -0.1220, -1.4476], [-2.4826, 0.8208, -0.4463], [-1.8201, 2.0272, -0.9830], [-1.6443, 3.0286, 0.1764], [-1.2788, 2.3858, 1.3682], [0.0902, 2.0259, 1.5185], [0.2229, 0.5214, 1.7460], [-0.2333, -0.1666, 0.5812], [0.3261, -1.4389, 0.3721], [-0.4774, -2.5539, 0.5439], [0.0472, -3.8172, 0.3310], [1.3754, -3.9605, -0.0324], [2.1733, -2.8438, -0.2009], [1.6614, -1.5637, -0.0157], [2.5082, -0.3752, -0.2303], [2.1032, 0.6284, -1.1054], [2.8917, 1.7477, -1.3019], [4.0920, 1.8781, -0.6232], [4.5078, 0.8783, 0.2406], [3.7240, -0.2447, 0.4344], [-4.5370, -2.3047, 0.8054], [-3.6330, -0.7927, 1.2471], [-4.1415, -1.9681, -1.5463], [-2.1756, -0.5150, -2.0330], [-3.6789, 0.4123, -2.1328], [-1.7378, 0.3234, 0.1283], [-3.2371, 1.1069, 0.1877], [-0.8530, 1.7291, -1.3920], [-2.4210, 2.4773, -1.7746], [-0.9262, 3.8045, -0.1105], [-2.6014, 3.5105, 0.3973], [0.4856, 2.5453, 2.3968], [0.6734, 2.3186, 0.6411], [1.2698, 0.2813, 1.9432], [-0.3849, 0.2175, 2.6069], [-1.5073, -2.4311, 0.8456], [-0.5799, -4.6847, 0.4611], [1.7899, -4.9442, -0.1868], [3.2051, -2.9514, -0.4988], [1.1813, 0.5062, -1.6587], [2.5761, 2.5158, -1.9934], [4.7065, 2.7516, -0.7759], [5.4479, 0.9716, 0.7620], [4.0449, -1.0228, 1.1114]], "lowdin_charge": [0.021, -0.139, -0.134, 0.020, -0.090, -0.176, -0.130, -0.139, -0.113, -0.134, -0.199, 0.000, -0.060, -0.059, -0.005, -0.121, -0.197, -0.046, -0.078, -0.073, -0.062, -0.025, 0.074, 0.066, 0.114, 0.146, 0.141, 0.131, 0.179, 0.124, 0.140, 0.139, 0.138, 0.142, 0.121, 0.136, 0.145, 0.097, 0.111, 0.112, 0.125, 0.110, 0.107, 0.108, 0.110, 0.123]}